Entry 1:
{"formula": "C29H81N7O8", "method": "ωB97M-V/def2-TZVPD", "elements": ["C", "O", "C", "C", "C", "N", "H", "H", "H", "H", "H", "H", "H", "H", "H", "H", "H", "C", "O", "C", "C", "C", "N", "H", "H", "H", "H", "H", "H", "H", "H", "H", "H", "H", "C", "O", "C", "C", "C", "N", "H", "H", "H", "H", "H", "H", "H", "H", "H", "H", "H", "C", "O", "C", "C", "C", "N", "H", "H", "H", "H", "H", "H", "H", "H", "H", "H", "H", "C", "O", "C", "C", "C", "N", "H", "H", "H", "H", "H", "H", "H", "H", "H", "H", "H", "C", "O", "C", "C", "C", "N", "H", "H", "H", "H", "H", "H", "H", "H", "H", "H", "H", "C", "O", "C", "C", "C", "N", "H", "H", "H", "H", "H", "H", "H", "H", "H", "H", "H", "C", "O", "H", "H", "H", "H"], "coordinates": [[15.39331, 6.28129, 8.80454], [16.69347, 6.23329, 8.06944], [16.69933, 6.20655, 6.66569], [16.05590, 4.86631, 6.08778], [16.69626, 3.59090, 6.69601], [15.99134, 4.76454, 4.64014], [14.89960, 7.18549, 8.44849], [15.51786, 6.38134, 9.88277], [14.76991, 5.40397, 8.63199], [16.18228, 7.08983, 6.29074], [17.74402, 6.25070, 6.35785], [15.01594, 4.91088, 6.41121], [16.55003, 3.61085, 7.77597], [17.73661, 3.39283, 6.43805], [16.12601, 2.73246, 6.34106], [16.94042, 4.86615, 4.30994], [15.87581, 3.79228, 4.39224], [21.66542, 0.29008, 5.12594], [21.25426, 0.56946, 6.46322], [20.45668, 1.74212, 6.68210], [21.22873, 3.09933, 6.53014], [22.27275, 3.19810, 7.59566], [20.30196, 4.18285, 6.60282], [22.57710, 0.81153, 4.83434], [20.99236, 0.43980, 4.28174], [21.90275, -0.76879, 5.02308], [19.54448, 1.75167, 6.08553], [20.08496, 1.55438, 7.68941], [21.67487, 3.03153, 5.53794], [22.71916, 4.19235, 7.57859], [23.10888, 2.52652, 7.40081], [21.77825, 3.09015, 8.56102], [19.68222, 3.96112, 7.36889], [20.68626, 5.07574, 6.87697], [23.96245, 4.00019, 11.03105], [25.26341, 4.13516, 11.47141], [25.91516, 2.84088, 11.77064], [27.36374, 3.02869, 12.33414], [28.28547, 3.89982, 11.40033], [28.04757, 1.76525, 12.49801], [23.93968, 3.35341, 10.15397], [23.60824, 5.00614, 10.80588], [23.34346, 3.55251, 11.80856], [25.30491, 2.19955, 12.40656], [25.96411, 2.34822, 10.79956], [27.28170, 3.41724, 13.34923], [27.84033, 4.89458, 11.38000], [28.41328, 3.54771, 10.37672], [29.30568, 3.97925, 11.77577], [27.67975, 1.20481, 13.25346], [28.95864, 1.89950, 12.91277], [20.31764, 4.57471, 13.58753], [20.33502, 5.16909, 12.30247], [19.29933, 4.73247, 11.43750], [19.76201, 5.07780, 9.99836], [19.66199, 6.54947, 9.70870], [18.87987, 4.40006, 9.02810], [20.99661, 5.09270, 14.26487], [20.62756, 3.53595, 13.47339], [19.32115, 4.56806, 14.02919], [19.13342, 3.65564, 11.46923], [18.31242, 5.18139, 11.54960], [20.77742, 4.68169, 10.01022], [18.68825, 6.85956, 9.32951], [20.30573, 6.79719, 8.86471], [19.99190, 7.06708, 10.60944], [18.08206, 5.01235, 8.93485], [18.55036, 3.57535, 9.50911], [23.30390, 6.96388, 13.29227], [24.13386, 7.94530, 12.53336], [23.49466, 9.23705, 12.34045], [22.22645, 9.28837, 11.44991], [22.41839, 9.16826, 9.91316], [21.51876, 10.47253, 11.71125], [22.56056, 7.32070, 14.00517], [23.94764, 6.37908, 13.94932], [22.70652, 6.41847, 12.56168], [23.20675, 9.64117, 13.31096], [24.21986, 9.94725, 11.94320], [21.55367, 8.47171, 11.71171], [21.40294, 9.35635, 9.56448], [22.66069, 8.14214, 9.63663], [23.10150, 9.93568, 9.54913], [22.00428, 11.12978, 11.11764], [20.58260, 10.48351, 11.33231], [21.10262, 4.57717, 17.40625], [20.40777, 3.69644, 16.52533], [20.25015, 2.36219, 17.07710], [19.36254, 1.37898, 16.17323], [17.88164, 1.85373, 15.97485], [19.36210, 0.02046, 16.60144], [22.10124, 4.26379, 17.71062], [20.44536, 4.66020, 18.27183], [21.15730, 5.58121, 16.98553], [21.28099, 2.02185, 17.17526], [19.79572, 2.40623, 18.06687], [19.92512, 1.38285, 15.23964], [17.24769, 1.04707, 15.60675], [17.67880, 2.60686, 15.21343], [17.53346, 2.27238, 16.91909], [18.57402, -0.34583, 16.08680], [20.15335, -0.52242, 16.28630], [20.65471, 1.00242, 11.81998], [20.60610, -0.31009, 11.26115], [21.28273, -0.36217, 10.04073], [20.87440, -1.63965, 9.38029], [21.27543, -2.83698, 10.19877], [21.53989, -1.90615, 8.11330], [21.68849, 1.14684, 12.13388], [20.19806, 0.94757, 12.80819], [20.31017, 1.83535, 11.20710], [21.10255, 0.53697, 9.45152], [22.35367, -0.32443, 10.24018], [19.79784, -1.80473, 9.33726], [21.05443, -3.82019, 9.78339], [20.71939, -2.78871, 11.13503], [22.33604, -2.96467, 10.41533], [21.42241, -1.15200, 7.45182], [21.08102, -2.63741, 7.58910], [15.87836, 2.56550, 10.88979], [17.26568, 2.20426, 10.75857], [15.69693, 3.52661, 10.40870], [15.25812, 1.76750, 10.48162], [15.69473, 2.58969, 11.96394], [17.33659, 1.26627, 10.95023]], "fmax_ev_per_a": 3.14, "e_lumo_ev": 0.3019, "homo_lumo_gap_ha": 0.329, "total_charge": 0, "relative_energy_kcal_mol": 82.5, "e_tot_ev": -58190.076, "homo_energy_ev": -8.65}

Entry 2:
{"formula": "C23H39Cl2MnN4O4", "method": "ωB97M-V/def2-TZVPD", "elements": ["O", "C", "C", "C", "H", "C", "H", "C", "H", "C", "H", "C", "H", "H", "C", "C", "H", "H", "H", "C", "C", "H", "H", "H", "H", "Mn", "Cl", "Cl", "C", "O", "N", "C", "C", "H", "H", "H", "H", "H", "H", "H", "H", "H", "C", "C", "N", "H", "C", "O", "H", "H", "H", "H", "C", "N", "C", "C", "C", "N", "C", "C", "O", "H", "H", "H", "H", "H", "H", "H", "H", "H", "H", "H", "H"], "coordinates": [[-1.38202, -3.28684, -1.26046], [-1.02329, -4.10391, -2.08747], [-1.58802, -5.53078, -2.22584], [-2.20140, -6.08877, -1.09612], [-2.32360, -5.46799, -0.20476], [-2.64897, -7.42198, -1.07397], [-3.06378, -7.82180, -0.15243], [-2.55024, -8.25778, -2.19279], [-2.91415, -9.29825, -2.16053], [-2.07212, -7.67395, -3.38374], [-2.07615, -8.30918, -4.28648], [-1.59932, -6.33349, -3.39491], [-1.23118, -5.88897, -4.33187], [-0.20256, -3.82427, -2.77659], [2.80735, -2.59026, -1.41194], [2.51318, -1.17453, -1.32903], [3.85857, -2.84609, -1.60496], [2.19536, -3.02165, -2.21018], [2.46163, -3.10294, -0.50818], [3.20638, -0.04890, -1.50194], [4.71995, 0.23137, -1.50647], [2.63954, 0.89227, -1.62256], [5.28734, -0.66989, -1.76189], [5.07641, 0.60134, -0.53207], [4.96416, 1.01366, -2.23939], [0.37446, -0.18008, -0.35697], [0.59683, -1.97853, 0.78214], [0.30309, -1.15978, -2.40596], [2.10588, 1.03131, 1.97673], [1.15138, 1.10266, 1.14156], [2.54253, 2.05164, 2.71990], [2.18817, 3.43506, 2.43893], [3.68450, 1.93926, 3.64107], [2.62226, 0.07362, 2.11712], [1.40400, 3.49389, 1.68614], [3.09022, 3.96538, 2.10389], [1.86452, 3.91531, 3.37115], [3.98382, 0.89911, 3.77442], [3.45305, 2.37048, 4.62350], [4.54455, 2.52096, 3.28016], [0.14800, 4.72899, -3.00282], [-2.02648, 3.91515, -4.13970], [0.56036, 3.72581, -3.19040], [-1.57325, 2.91438, -4.19656], [-0.52888, 2.73633, -3.17482], [1.29701, 3.47699, -2.42200], [-0.58868, 1.75418, -2.28857], [0.29678, 1.58556, -1.37240], [-2.35101, 2.16858, -4.02884], [-1.44865, 1.06986, -2.31975], [1.03674, 3.74200, -4.18300], [-1.18237, 2.79325, -5.21791], [-1.55040, 3.54772, 0.61656], [-1.92157, 2.88832, 1.83024], [-1.73762, 3.61053, 3.08683], [-2.49743, 2.84840, 4.16025], [-1.97982, 1.42002, 4.17766], [-2.22998, 0.81331, 2.88698], [-2.05415, -0.60575, 2.74015], [-2.05505, 1.52479, 1.72817], [-1.95023, 0.93006, 0.61413], [-2.20166, 3.22110, -0.20205], [-0.52111, 3.27008, 0.35013], [-1.62481, 4.63119, 0.74196], [-0.67367, 3.68562, 3.39972], [-2.11574, 4.63915, 2.93660], [-3.57071, 2.84678, 3.92090], [-2.32912, 3.30910, 5.14481], [-2.46866, 0.80535, 4.94920], [-0.89653, 1.41200, 4.40430], [-0.98557, -0.85808, 2.72850], [-2.57051, -1.16599, 3.52305], [-2.46754, -0.84151, 1.76146]], "fmax_ev_per_a": 3.90, "e_lumo_ev": [1.6961, 1.6361], "homo_lumo_gap_ha": [0.046, 0.189], "total_charge": -1, "relative_energy_kcal_mol": 91.1, "e_tot_ev": -94997.032, "multiplicity": 6, "s2": 9.156, "homo_energy_ev": [0.45, -3.50]}

Entry 3:
{"formula": "C45H112N8O", "method": "ωB97M-V/def2-TZVPD", "elements": ["C", "C", "N", "C", "C", "C", "C", "H", "H", "H", "H", "H", "H", "H", "H", "H", "H", "H", "H", "H", "H", "H", "C", "C", "N", "C", "C", "C", "C", "H", "H", "H", "H", "H", "H", "H", "H", "H", "H", "H", "H", "H", "H", "H", "C", "C", "N", "C", "C", "C", "C", "H", "H", "H", "H", "H", "H", "H", "H", "H", "H", "H", "H", "H", "H", "H", "C", "C", "N", "C", "C", "C", "C", "H", "H", "H", "H", "H", "H", "H", "H", "H", "H", "H", "H", "H", "H", "H", "C", "C", "N", "C", "C", "C", "C", "H", "H", "H", "H", "H", "H", "H", "H", "H", "H", "H", "H", "H", "H", "H", "C", "C", "N", "C", "C", "C", "C", "H", "H", "H", "H", "H", "H", "H", "H", "H", "H", "H", "H", "H", "H", "H", "C", "C", "N", "C", "C", "C", "C", "H", "H", "H", "H", "H", "H", "H", "H", "H", "H", "H", "H", "H", "H", "H", "C", "O", "N", "C", "C", "H", "H", "H", "H", "H", "H", "H"], "coordinates": [[8.36377, 16.44088, 11.96588], [9.56858, 16.21049, 12.90497], [9.97221, 14.82157, 13.16818], [11.41778, 14.69041, 13.51803], [12.36375, 14.33774, 12.38274], [9.03778, 13.87106, 13.77918], [9.16914, 14.13071, 15.33521], [7.42493, 16.55893, 12.50692], [8.15923, 15.77826, 11.12492], [8.48489, 17.39262, 11.44858], [10.38817, 16.79547, 12.48764], [9.34648, 16.69146, 13.85757], [11.66254, 15.56574, 14.11969], [11.47268, 13.70957, 13.99028], [13.35844, 14.06861, 12.73807], [11.84757, 13.58852, 11.78248], [12.52711, 15.18574, 11.71767], [9.33946, 12.88760, 13.41878], [8.05892, 13.99854, 13.31692], [10.15931, 14.03002, 15.77966], [8.56193, 13.44014, 15.92046], [8.77064, 15.12522, 15.53582], [13.84776, 6.81192, 11.20858], [13.30233, 8.20843, 10.81235], [14.01456, 9.31707, 11.33332], [13.99938, 9.29242, 12.80213], [14.87839, 10.45785, 13.34836], [13.35021, 10.62369, 10.82816], [14.31622, 11.84595, 10.45233], [13.23235, 6.04219, 10.74287], [13.80138, 6.64445, 12.28463], [14.89278, 6.67386, 10.93114], [13.24776, 8.31684, 9.72912], [12.31348, 8.28139, 11.26507], [12.97661, 9.35467, 13.17384], [14.42508, 8.37945, 13.21850], [15.14235, 10.36297, 14.40164], [15.78090, 10.30849, 12.75568], [14.62875, 11.51370, 13.24357], [12.60128, 10.83103, 11.59249], [12.57992, 10.59538, 10.05747], [13.72356, 12.68990, 10.09934], [14.92884, 11.59208, 9.58726], [15.02313, 12.05638, 11.25488], [16.89230, 1.07285, 14.78252], [15.52227, 1.47260, 15.21389], [15.00925, 2.61865, 14.42211], [13.56238, 2.70625, 14.22348], [12.78970, 1.51187, 13.81040], [15.54938, 3.92464, 14.78093], [16.27260, 4.44389, 13.53225], [17.36196, 0.33275, 15.43042], [17.66653, 1.83654, 14.70875], [16.71103, 0.61042, 13.81227], [14.98565, 0.52840, 15.12096], [15.48210, 1.71429, 16.27600], [13.10818, 3.12436, 15.12181], [13.39487, 3.38272, 13.38537], [12.40208, 1.68436, 12.80636], [13.39844, 0.61232, 13.90185], [11.96868, 1.21033, 14.46085], [16.19866, 3.99552, 15.65358], [14.73008, 4.63325, 14.90222], [15.51683, 4.46027, 12.74700], [17.01239, 3.71289, 13.20596], [16.46407, 5.51667, 13.55647], [14.80833, 17.40284, 10.98960], [16.33294, 17.42293, 10.93638], [16.88970, 17.12763, 12.29748], [16.68339, 15.71022, 12.74842], [17.39892, 14.60433, 11.91495], [18.26418, 17.65388, 12.38488], [18.56642, 17.84293, 13.88019], [14.38660, 18.06067, 10.22967], [14.42606, 17.74210, 11.95235], [14.40355, 16.39122, 10.95995], [16.64494, 16.69810, 10.18445], [16.74371, 18.36347, 10.56929], [15.61136, 15.51467, 12.72382], [17.06498, 15.63877, 13.76694], [17.50027, 13.67883, 12.48178], [18.42235, 14.84891, 11.63056], [16.72850, 14.43036, 11.07331], [19.03681, 17.06973, 11.88496], [18.39342, 18.60352, 11.86567], [17.84327, 18.48975, 14.37693], [18.74910, 16.98588, 14.52841], [19.44534, 18.47960, 13.77904], [18.34850, 8.93310, 15.75701], [19.62914, 9.51948, 15.15920], [20.00984, 10.78461, 15.84247], [20.90391, 11.66538, 15.00419], [20.09773, 12.35267, 13.89337], [20.61927, 10.45078, 17.17375], [20.87673, 11.71970, 18.06556], [18.56447, 8.65037, 16.78732], [18.10424, 8.04845, 15.16894], [17.60329, 9.72380, 15.84401], [20.37366, 8.72648, 15.22947], [19.42038, 9.64869, 14.09722], [21.34302, 12.41001, 15.66814], [21.72490, 11.13214, 14.52489], [19.28201, 13.00634, 14.20226], [20.76270, 13.10876, 13.47595], [19.60285, 11.72202, 13.15483], [21.61536, 10.01879, 17.07737], [20.06055, 9.85689, 17.89712], [21.63599, 12.46942, 17.84295], [21.14682, 11.55897, 19.10926], [20.01677, 12.38530, 17.99106], [12.78571, 13.16332, 5.40768], [13.74560, 12.16854, 6.08621], [14.15918, 11.13492, 5.16959], [14.88288, 10.07507, 5.84409], [14.14887, 9.51407, 7.11318], [14.93664, 11.73275, 4.00812], [15.47873, 10.65870, 3.00453], [12.47212, 13.97318, 6.06638], [11.98307, 12.54446, 5.00658], [13.25738, 13.60083, 4.52778], [14.65975, 12.72862, 6.28307], [13.29466, 11.89462, 7.04000], [14.80321, 9.20777, 5.18870], [15.92624, 10.29034, 6.07462], [13.15210, 9.10332, 6.95242], [14.73316, 8.67790, 7.49728], [14.24053, 10.22959, 7.93032], [15.70178, 12.42098, 4.36726], [14.36725, 12.50831, 3.49586], [16.42806, 10.22839, 3.32342], [15.77917, 11.07067, 2.04113], [14.77977, 9.82573, 2.92901], [8.65502, 14.03410, 6.00952], [9.23235, 13.66716, 7.36342], [9.11944, 12.24392, 7.78198], [9.10638, 12.08662, 9.23017], [7.80664, 12.58784, 9.83193], [9.97417, 11.43552, 6.96937], [10.34539, 9.94430, 7.20992], [9.02760, 13.35860, 5.23946], [9.03845, 15.01358, 5.72369], [7.56872, 13.97933, 6.08041], [10.25466, 14.01367, 7.51482], [8.63634, 14.20554, 8.10032], [9.31558, 11.01966, 9.30714], [9.97773, 12.39748, 9.80656], [7.75545, 13.66634, 9.98131], [7.01409, 12.24951, 9.16448], [7.67637, 12.19977, 10.84215], [10.95580, 11.89238, 7.09500], [9.80145, 11.71890, 5.93113], [9.53621, 9.23080, 7.36566], [10.98594, 9.76379, 8.07317], [10.95843, 9.54359, 6.40263], [17.49247, 10.18137, 9.18612], [17.57875, 10.68525, 8.04313], [18.49038, 10.13928, 10.12083], [18.44669, 9.36007, 11.35907], [19.60921, 11.12182, 9.97922], [16.66081, 9.56236, 9.55676], [17.67493, 8.59992, 11.48011], [18.28696, 9.97960, 12.24156], [19.32650, 8.73173, 11.49776], [19.53023, 11.66577, 9.03796], [19.75777, 11.82123, 10.80193], [20.47693, 10.47919, 10.12825]], "fmax_ev_per_a": 2.73, "e_lumo_ev": [2.2181, 2.1558], "homo_lumo_gap_ha": [0.053, 0.304], "total_charge": -1, "relative_energy_kcal_mol": 117.4, "e_tot_ev": -62441.226, "multiplicity": 2, "s2": 0.751, "homo_energy_ev": [0.78, -6.12]}

Entry 4:
{"formula": "C3H5N3O", "method": "ωB97M-V/def2-TZVPD", "elements": ["O", "C", "C", "N", "N", "C", "N", "H", "H", "H", "H", "H"], "coordinates": [[2.42075, -0.17951, -0.05609], [1.25197, -0.37166, 1.12939], [0.00683, -0.14731, 0.40675], [-0.01076, 0.45711, -0.77582], [-1.33563, 0.52355, -1.05393], [-2.03518, -0.01987, -0.04762], [-1.23200, -0.46212, 0.89398], [1.90642, 0.24102, -0.78563], [2.39651, 0.47391, 0.77178], [1.40451, -1.39521, 1.46481], [-1.65670, 0.95123, -1.90719], [-3.11672, -0.07114, -0.04042]], "fmax_ev_per_a": 0.31, "e_lumo_ev": 0.8508, "homo_lumo_gap_ha": 0.325, "total_charge": 0, "relative_energy_kcal_mol": 104.8, "e_tot_ev": -9706.037, "homo_energy_ev": -7.98}